(1)
Here is a structure of composition C16H15AuN2O3S6 from the Open Molecules 2025 dataset. Energies are from the ωB97M-V functional and the def2-TZVPD basis.

Last column: Mulliken charge in e.
Element x y z (Å)
Au  -1.758  1.382  -0.556  0.58
C  3.846  -4.298  -1.737  -1.46
C  3.299  -2.926  -1.452  0.88
C  3.932  -2.081  -0.547  -0.72
C  3.446  -0.803  -0.307  -0.29
C  2.313  -0.378  -0.975  0.07
C  1.669  -1.198  -1.890  -0.71
C  2.163  -2.469  -2.121  -0.69
S  1.654  1.250  -0.690  1.22
O  1.323  1.821  -1.962  -0.74
O  2.553  1.942  0.190  -0.68
N  0.222  0.942  0.046  -0.24
C  0.078  0.769  1.404  1.01
C  1.076  0.459  2.344  -0.51
C  0.707  0.310  3.663  -0.54
C  -0.624  0.467  4.044  -0.53
C  -1.544  0.760  3.060  -0.53
N  -1.205  0.899  1.781  -0.21
H  4.453  -4.664  -0.911  0.37
H  4.477  -4.264  -2.629  0.30
H  3.045  -5.012  -1.927  0.37
H  4.820  -2.424  -0.029  0.36
H  3.938  -0.134  0.388  0.51
H  0.795  -0.823  -2.408  0.51
H  1.670  -3.118  -2.836  0.41
H  2.102  0.365  2.027  0.31
H  1.458  0.075  4.407  0.41
H  -0.932  0.358  5.074  0.38
H  -2.596  0.888  3.291  0.40
S  -6.805  6.563  -0.569  -0.19
C  -5.641  5.433  -0.658  0.12
S  -3.936  5.785  -0.576  -0.03
C  -3.354  4.151  -0.760  0.21
C  -4.337  3.171  -0.886  0.25
S  -4.054  1.519  -1.139  -0.31
S  -5.983  3.733  -0.849  -0.04
S  -1.685  3.894  -0.848  -0.25
C  -1.459  -2.253  -0.315  -0.51
O  -2.255  -1.105  -0.604  -0.35
H  -1.415  -2.931  -1.171  0.28
H  -1.845  -2.795  0.551  0.32
H  -0.457  -1.894  -0.092  0.07
H  -3.153  -1.367  -0.825  0.22

Atomic forces in eV per Å
Au -0.44 0.70 -0.78
C 0.01 0.09 -0.07
C 0.04 -0.04 0.06
C -0.04 -0.05 -0.07
C -0.01 0.02 0.07
C -0.01 0.33 0.01
C -0.02 -0.05 -0.03
C -0.02 0.07 0.02
S -0.43 -0.22 0.18
O -0.08 -0.04 -0.09
O 0.05 -0.08 0.07
N 0.27 0.20 -0.18
C 0.07 -0.12 0.67
C -0.08 0.05 -0.26
C -0.08 0.02 0.00
C 0.03 -0.04 0.09
C 0.12 -0.07 0.00
N 0.21 -0.12 0.23
H 0.00 -0.01 0.00
H 0.01 -0.06 0.02
H 0.00 -0.02 0.01
H 0.00 0.00 0.01
H 0.01 -0.01 -0.03
H 0.02 -0.06 -0.04
H -0.01 0.00 0.00
H 0.06 0.00 0.05
H 0.02 0.00 -0.01
H 0.00 0.02 -0.01
H 0.01 0.00 -0.01
S 0.09 -0.05 0.02
C -0.06 0.04 -0.05
S -0.16 -0.15 -0.01
C 0.52 0.27 -0.05
C -0.31 -0.35 -0.11
S 0.26 0.20 0.16
S 0.19 0.11 0.03
S -0.23 -0.48 0.10
C 0.00 -0.07 0.06
O 0.04 -0.10 -0.08
H 0.03 0.06 -0.01
H 0.00 0.05 0.01
H 0.00 0.02 -0.01
H -0.04 -0.07 0.01

The total energy is -94660.44678 eV. The LUMO energy (alpha / beta) comes out at -0.530 / -2.550 eV. The spin multiplicity is 3. The max |F| comes out at 1.14 eV Å⁻¹. Its HOMO-LUMO gap (alpha / beta) is 7.5 / 5.9 eV. The energy relative to the best compared isomer or geometry (same formula, charge and spin) comes out at 0.00 kcal/mol.

(2)
Here is an isolated molecule of C10H9Cl2FO2 from the Open Molecules 2025 dataset. Energies are from the ωB97M-V functional and the def2-TZVPD basis.

Last column: Mulliken charge in e.
Element x y z (Å)
C  0.758  1.039  -0.663  -0.54
C  1.461  -0.779  0.715  -0.81
C  3.089  0.971  0.141  -0.52
C  0.467  -0.146  -0.042  0.45
C  2.038  1.509  -0.640  0.36
C  2.824  -0.334  0.673  0.01
C  -2.747  1.338  0.003  -0.85
C  -1.866  0.715  0.740  0.21
C  -1.569  -1.341  -0.953  -0.90
C  -0.987  -0.611  0.288  1.25
O  -0.582  -2.218  -1.505  -0.49
O  -1.032  -1.671  1.188  -0.65
F  -1.458  1.108  1.935  -0.27
Cl  2.285  3.113  -1.372  -0.24
Cl  4.176  -1.066  1.383  -0.20
H  -0.003  1.678  -1.203  0.29
H  1.240  -1.673  1.146  0.60
H  3.996  1.589  0.101  0.35
H  -3.176  2.302  0.224  0.33
H  -2.970  1.021  -1.042  0.19
H  -1.809  -0.540  -1.778  0.28
H  -2.481  -1.760  -0.565  0.42
H  -0.496  -2.872  -0.873  0.35
H  -1.157  -1.371  2.100  0.38

Atomic forces in eV per Å
C -1.45 0.90 -1.70
C 2.63 1.92 -2.27
C -1.68 -0.68 -1.74
C -0.43 -0.31 2.95
C 1.27 1.25 1.11
C -1.46 2.95 -0.56
C -0.47 0.48 -1.79
C 1.77 -3.15 -1.44
C 0.59 3.27 -1.88
C -0.90 1.61 -1.81
O -1.61 2.36 -1.33
O 0.01 0.04 1.65
F -0.05 0.40 0.85
Cl 0.12 -0.67 0.20
Cl 0.29 -0.98 0.65
H 0.79 -1.06 0.74
H -0.48 -2.30 1.41
H -0.05 -1.03 0.50
H -0.06 0.02 0.59
H 0.27 -0.11 1.22
H 0.43 -1.73 1.38
H -0.38 -0.77 -0.45
H 0.59 -2.45 1.95
H 0.26 0.02 -0.21

The total energy is -42371.16211 eV. The LUMO energy comes out at 0.522 eV. The max |F| comes out at 3.97 eV Å⁻¹. Its HOMO-LUMO gap is 9.8 eV. The energy relative to the best compared isomer or geometry (same formula, charge and spin) comes out at 0.00 kcal/mol.